[1]
Density functional theory data (ωB97M-V/def2-TZVPD) for C32H80BF10NO34PtS12 as an isolated structure in a non-equilibrium geometry.

Atoms and positions in Å:
Pt 0.64 -3.20 2.78
B 2.92 -3.40 1.33
F 3.64 -2.55 0.47
F 1.68 -3.54 0.82
F 3.52 -4.57 1.58
F 2.71 -2.74 2.50
C 0.49 -1.42 -1.19
F 0.19 -2.71 -1.46
F 1.80 -1.27 -1.28
F 0.04 -0.61 -2.11
S -0.08 -0.75 0.59
O 1.09 -0.15 1.24
O -1.10 0.30 0.31
N -0.58 -2.09 1.51
S -2.11 -2.18 1.12
O -2.40 -1.88 -0.32
O -2.62 -3.51 1.46
C -2.98 -0.95 2.33
F -3.51 -0.01 1.60
F -4.03 -1.60 2.89
F -2.10 -0.43 3.19
O 5.13 -4.53 -3.25
S 3.97 -5.38 -2.95
O 3.37 -6.27 -3.98
O 4.39 -6.35 -1.67
C 3.45 -7.17 -1.03
C 3.98 -8.61 -1.01
C 2.63 -4.37 -2.20
H 2.46 -7.19 -1.49
H 3.25 -6.74 -0.05
H 4.97 -8.64 -0.56
H 4.01 -9.08 -2.00
H 3.28 -9.23 -0.47
H 2.81 -4.20 -1.14
H 1.69 -4.89 -2.38
H 2.58 -3.43 -2.75
O -4.38 0.58 6.34
S -5.77 0.76 5.95
O -6.84 0.33 6.80
O -5.96 2.42 5.79
C -4.95 3.09 5.09
C -5.53 4.36 4.55
C -6.13 0.24 4.15
H -4.40 2.52 4.35
H -4.12 3.37 5.75
H -4.83 4.96 3.96
H -5.98 4.86 5.40
H -6.25 3.95 3.85
H -6.96 0.81 3.72
H -6.18 -0.85 4.17
H -5.28 0.54 3.54
O -5.37 -1.53 -1.89
S -5.38 -2.48 -2.97
O -6.61 -2.76 -3.63
O -4.33 -2.00 -4.17
C -3.09 -1.46 -3.86
C -2.11 -1.98 -4.84
C -4.57 -4.05 -2.37
H -2.78 -1.65 -2.83
H -3.12 -0.38 -4.01
H -1.08 -1.77 -4.54
H -2.25 -1.75 -5.89
H -2.11 -3.07 -4.78
H -3.62 -3.75 -1.93
H -4.37 -4.66 -3.25
H -5.18 -4.67 -1.71
O 4.23 -1.47 -4.40
S 2.99 -1.14 -5.09
O 1.80 -0.76 -4.32
O 3.24 0.11 -6.17
C 4.52 0.35 -6.73
C 5.20 1.19 -5.81
C 2.59 -2.50 -6.28
H 4.32 0.89 -7.66
H 5.08 -0.57 -6.84
H 5.13 0.86 -4.77
H 4.56 2.04 -5.59
H 6.17 1.64 -6.02
H 2.26 -3.28 -5.59
H 3.46 -2.76 -6.88
H 1.81 -2.15 -6.96
O 1.29 5.67 -2.41
S 1.38 4.84 -1.23
O 0.20 4.26 -0.62
O 2.34 3.61 -1.57
C 2.20 2.41 -0.81
C 3.45 1.63 -1.22
C 2.53 5.66 -0.09
H 1.25 1.92 -1.03
H 2.17 2.52 0.27
H 3.59 0.69 -0.68
H 4.33 2.22 -0.96
H 3.44 1.43 -2.29
H 3.57 5.36 -0.25
H 2.21 5.62 0.95
H 2.48 6.72 -0.31
O -1.57 -5.24 6.18
S -1.87 -4.37 5.04
O -0.94 -3.69 4.16
O -3.05 -5.13 4.16
C -4.04 -5.85 4.89
C -5.13 -6.40 3.89
C -2.94 -2.97 5.72
H -4.62 -5.31 5.64
H -3.49 -6.65 5.38
H -5.57 -5.61 3.28
H -5.94 -6.85 4.46
H -4.61 -7.11 3.25
H -3.71 -3.43 6.33
H -3.38 -2.35 4.94
H -2.37 -2.34 6.41
O 6.13 1.04 4.36
S 4.84 1.31 3.66
O 3.62 1.41 4.45
O 4.91 2.82 2.90
C 6.18 3.31 2.60
C 6.08 4.27 1.40
C 4.66 0.33 2.14
H 6.94 2.53 2.48
H 6.55 3.92 3.42
H 5.66 3.63 0.61
H 7.07 4.63 1.15
H 5.41 5.08 1.68
H 5.17 -0.62 2.32
H 4.91 0.93 1.27
H 3.60 0.21 1.91
O 1.57 6.24 4.07
S 1.32 4.89 4.59
O 0.06 4.48 5.24
O 1.60 3.84 3.34
C 1.02 2.58 3.30
C -0.49 2.44 3.00
C 2.70 4.35 5.71
H 1.24 2.08 4.24
H 1.61 2.03 2.56
H -1.16 2.69 3.83
H -0.75 1.47 2.58
H -0.87 3.09 2.20
H 2.33 3.48 6.25
H 2.88 5.13 6.44
H 3.58 4.08 5.12
O -5.38 4.66 1.20
S -4.03 4.11 1.04
O -3.77 2.83 1.72
O -3.71 3.88 -0.54
C -2.81 2.85 -0.92
C -3.47 1.57 -1.56
C -2.78 5.44 1.53
H -2.04 2.68 -0.18
H -2.20 3.43 -1.61
H -3.82 1.71 -2.59
H -4.17 1.11 -0.88
H -2.78 0.73 -1.60
H -3.09 6.38 1.07
H -1.82 5.07 1.17
H -2.75 5.48 2.62
O -1.86 1.51 -6.24
S -0.74 2.14 -6.97
O -0.95 3.01 -8.12
O 0.23 3.07 -5.89
C 0.72 2.62 -4.61
C -0.42 2.06 -3.71
C 0.47 0.83 -7.45
H 1.25 3.41 -4.07
H 1.36 1.75 -4.76
H -1.30 2.69 -3.59
H -0.06 2.02 -2.68
H -0.71 1.05 -4.01
H 0.84 0.32 -6.56
H 1.17 1.47 -8.01
H 0.05 0.08 -8.11

## Properties
DFT total energy	-9800.95063	Ha
M	1803.6	g/mol
energy above the lowest of the compared OMol25 structures with the same formula, charge and spin	145.4	kcal/mol
highest occupied orbital energy (alpha / beta)	-10.70 / -10.70	eV
spin multiplicity	3

[2]
Density functional theory data (ωB97M-V/def2-TZVPD) for a 4-piece molecular cluster, C19H33B2F9O5 overall.

Atoms and positions in Å:
C 0.60 -1.50 5.21
O 1.76 -2.31 5.43
B 2.50 -2.56 4.29
O 2.25 -3.75 3.62
B 3.75 -1.52 3.73
C 3.95 -1.26 2.20
C 4.66 0.06 1.87
C 4.76 0.39 0.39
F 6.05 0.62 0.05
F 4.33 -0.63 -0.41
C 4.00 1.66 -0.08
F 4.40 2.68 0.71
F 4.32 1.94 -1.35
C 2.44 1.65 0.01
F 2.08 1.46 1.30
F 2.04 2.86 -0.37
C 1.65 0.61 -0.85
F 2.20 0.46 -2.06
F 1.61 -0.57 -0.24
F 0.40 1.05 -1.00
H 0.47 -1.22 4.16
H 0.67 -0.59 5.81
H -0.29 -2.06 5.51
H 2.29 -3.64 2.66
H 4.49 -0.98 4.50
H 4.54 -2.10 1.81
H 2.99 -1.32 1.68
H 5.68 0.02 2.24
H 4.17 0.88 2.39
C -1.56 0.87 -4.56
C -0.36 -0.04 -4.37
C -0.97 -1.19 -3.57
O -2.32 -1.29 -4.00
C -2.68 -0.14 -4.77
H -1.46 1.55 -5.41
H -1.74 1.46 -3.66
H 0.01 -0.40 -5.33
H 0.47 0.44 -3.85
H -0.95 -0.97 -2.49
H -0.47 -2.14 -3.74
H -2.75 -0.43 -5.82
H -3.66 0.21 -4.44
C -1.01 1.48 9.49
C -1.82 0.27 9.95
C -1.64 -0.69 8.78
O -0.35 -0.41 8.24
C 0.16 0.80 8.78
H -0.69 2.13 10.30
H -1.59 2.07 8.78
H -1.38 -0.15 10.86
H -2.87 0.49 10.16
H -2.40 -0.52 8.01
H -1.68 -1.74 9.08
H 0.97 0.57 9.49
H 0.58 1.40 7.97
C -4.76 1.16 -9.40
C -4.65 -0.36 -9.33
C -3.16 -0.54 -9.06
O -2.74 0.60 -8.31
C -3.77 1.59 -8.33
H -5.77 1.53 -9.22
H -4.44 1.52 -10.38
H -5.23 -0.74 -8.49
H -4.98 -0.87 -10.23
H -2.59 -0.58 -10.00
H -2.93 -1.44 -8.49
H -4.25 1.62 -7.34
H -3.31 2.56 -8.52

## Properties
DFT total energy	-2068.46532	Ha
M	534.1	g/mol
SMILES string	COB(O)BCCC(F)(F)C(F)(F)C(F)(F)C(F)(F)F.C1CCOC1.C1CCOC1.C1CCOC1
highest occupied orbital energy	-9.24	eV

[3]
Density functional theory data (ωB97M-V/def2-TZVPD) for a 23-piece molecular cluster, C11H66INO21 overall in a non-equilibrium geometry.

Atoms and positions in Å:
C -2.94 0.42 2.61
C -2.38 -0.88 1.88
C -0.86 -0.67 1.54
C -0.67 0.24 0.25
N 0.68 0.32 -0.32
C 0.73 1.18 -1.54
C 0.21 0.44 -2.65
C 0.77 -0.98 -2.41
C 1.10 -1.05 -0.96
C 1.71 0.62 0.71
C 1.62 2.04 1.37
C 2.71 2.30 2.45
H -2.99 1.19 1.91
H -2.16 0.71 3.51
H -3.99 0.23 2.77
H -2.85 -1.03 1.00
H -2.68 -1.64 2.62
H -0.45 -1.65 1.34
H -0.46 -0.15 2.37
H -0.94 1.10 0.71
H -1.29 -0.22 -0.34
H 1.84 1.54 -1.61
H 0.03 2.22 -1.60
H 0.35 0.93 -3.48
H -0.83 0.41 -2.67
H 1.83 -1.07 -2.97
H 0.13 -1.68 -2.89
H 2.21 -1.31 -0.86
H 0.65 -1.76 -0.40
H 2.60 0.32 -0.01
H 2.15 -0.16 1.38
H 0.65 1.98 2.09
H 1.23 2.64 0.60
H 3.77 2.18 2.00
H 2.66 1.51 3.27
H 2.51 3.31 2.61
I 2.46 -3.13 1.56
O -1.04 -3.54 -0.57
H -0.33 -3.59 -0.03
H -1.58 -4.24 -0.42
O -2.67 3.45 4.13
H -2.30 3.02 4.76
H -3.62 3.61 4.49
O -2.89 -1.68 -1.43
H -2.90 -1.95 -2.37
H -2.18 -2.25 -1.20
O -5.54 -2.81 2.39
H -4.97 -3.33 2.90
H -5.62 -2.13 3.02
O 0.42 -4.47 -2.60
H 0.32 -3.56 -3.09
H -0.08 -4.32 -1.76
O -0.88 -3.45 3.44
H -0.24 -3.04 2.83
H -1.51 -2.85 3.87
O 4.07 0.32 -3.69
H 3.55 0.17 -4.36
H 4.70 -0.41 -3.92
O 5.46 1.31 -1.68
H 4.89 1.11 -2.32
H 5.36 0.55 -1.10
O 2.14 -0.56 4.34
H 2.21 -1.28 3.75
H 3.01 -0.20 4.28
O 0.49 -2.86 -5.05
H -0.16 -2.08 -5.36
H -0.09 -3.48 -5.54
O -5.31 -2.54 -0.52
H -5.30 -2.69 0.53
H -4.32 -2.40 -0.89
O -1.72 -1.34 5.53
H -2.49 -0.71 5.47
H -1.78 -2.03 6.29
O -1.13 1.46 -5.74
H -0.64 2.32 -5.59
H -0.75 1.31 -6.56
O -1.06 -0.96 -5.25
H -1.42 -0.48 -4.49
H -1.46 -0.72 -6.11
O -1.35 2.11 6.15
H -0.78 1.32 6.09
H -2.11 1.54 6.70
O -1.37 4.45 -1.07
H -2.15 4.81 -0.75
H -1.47 3.91 -1.82
O 4.67 4.34 0.82
H 4.06 4.30 0.03
H 4.37 5.08 1.19
O 5.74 1.49 3.41
H 4.99 1.58 4.02
H 5.93 2.19 2.75
O 5.17 -1.18 -0.27
H 4.50 -1.79 0.24
H 5.63 -1.67 -0.98
O -2.80 0.26 -3.65
H -3.33 0.58 -2.87
H -3.14 0.70 -4.49
O -2.13 3.03 -3.50
H -2.16 2.23 -3.92
H -2.05 3.59 -4.26

## Properties
DFT total energy	-2390.81656	Ha
M	675.5	g/mol
energy above the lowest of the compared OMol25 structures with the same formula, charge and spin	3.2	kcal/mol
highest occupied orbital energy	-7.60	eV

[4]
Density functional theory data (ωB97M-V/def2-TZVPD) for C48H55BiGeN3O7PSe2 as an isolated structure.

Atoms and positions in Å:
Bi -1.13 -0.97 -0.67
C -1.07 -0.97 5.06
C -0.04 -1.84 4.34
C 0.32 -3.08 5.16
C 1.24 -1.08 3.96
C 2.12 -0.66 5.15
O 2.39 0.73 4.90
C 1.64 1.09 3.81
N 0.97 0.18 3.26
C 1.71 2.55 3.51
C 2.09 3.30 4.63
C 2.22 4.68 4.61
C 1.98 5.37 3.44
C 1.63 4.66 2.31
C 1.48 3.27 2.30
P 1.16 2.76 0.59
C 0.03 3.85 -0.28
C -1.29 3.49 -0.48
C -2.13 4.31 -1.22
C -1.66 5.51 -1.73
C -0.33 5.88 -1.53
C 0.52 5.05 -0.83
C 2.73 2.87 -0.28
C 3.93 3.14 0.38
C 5.11 3.19 -0.35
C 5.09 2.96 -1.72
C 3.90 2.68 -2.37
C 2.71 2.64 -1.66
H -1.84 -1.60 5.50
H -1.55 -0.29 4.35
H -0.62 -0.37 5.85
H -0.48 -2.18 3.40
H 0.74 -2.81 6.13
H 1.04 -3.70 4.63
H -0.58 -3.67 5.33
H 1.80 -1.71 3.28
H 3.06 -1.20 5.20
H 1.61 -0.74 6.11
H 2.29 2.77 5.55
H 2.51 5.21 5.51
H 2.09 6.44 3.40
H 1.47 5.20 1.39
H -1.68 2.56 -0.08
H -3.16 4.02 -1.37
H -2.32 6.16 -2.30
H 0.04 6.82 -1.93
H 1.57 5.31 -0.73
H 3.94 3.31 1.45
H 6.05 3.40 0.15
H 6.02 2.99 -2.28
H 3.90 2.48 -3.44
H 1.77 2.43 -2.15
C -2.82 2.66 -5.77
Ge -3.82 1.13 -5.04
C -4.73 0.11 -6.44
C -4.99 1.68 -3.58
C -2.44 -0.12 -4.37
Se -1.34 0.66 -2.95
C 0.37 0.14 -3.73
H -3.46 3.54 -5.88
H -2.41 2.41 -6.75
H -2.00 2.90 -5.10
H -5.50 0.70 -6.94
H -5.20 -0.77 -6.01
H -4.00 -0.22 -7.18
H -5.57 2.56 -3.85
H -4.41 1.90 -2.68
H -5.69 0.88 -3.33
H -1.75 -0.37 -5.18
H -2.86 -1.06 -4.01
H 0.54 0.73 -4.63
H 0.31 -0.92 -3.97
H 1.15 0.32 -3.00
Se 1.57 -1.66 -0.55
C 1.61 -3.32 0.42
C 0.65 -4.32 0.23
C 0.68 -5.48 0.98
C 1.68 -5.69 1.92
C 2.66 -4.72 2.09
C 2.62 -3.54 1.35
H -0.13 -4.18 -0.51
H -0.10 -6.23 0.83
H 1.69 -6.59 2.51
H 3.45 -4.87 2.81
H 3.38 -2.78 1.49
C -2.21 2.30 1.88
C -3.17 1.66 0.92
C -4.48 2.06 0.74
C -5.09 1.11 -0.11
C -4.12 0.18 -0.42
C -4.33 -1.06 -1.23
N -2.92 0.51 0.19
H -1.99 3.34 1.59
H -1.29 1.74 1.95
H -2.65 2.35 2.88
H -4.94 2.93 1.20
H -6.11 1.10 -0.46
H -5.39 -1.20 -1.41
H -3.96 -1.96 -0.74
H -3.85 -1.01 -2.22
O -2.37 -3.74 -1.30
C -1.71 -3.51 -2.31
O -1.25 -2.35 -2.64
C -1.34 -4.62 -3.26
C -2.16 -5.73 -3.40
C -1.84 -6.72 -4.32
C -0.69 -6.58 -5.08
C 0.16 -5.50 -4.92
C -0.16 -4.52 -4.00
N -0.37 -7.61 -6.08
O -1.04 -8.62 -6.10
O 0.55 -7.38 -6.85
H -3.05 -5.81 -2.79
H -2.46 -7.59 -4.45
H 1.06 -5.44 -5.53
H 0.48 -3.67 -3.84
O 0.25 0.95 -0.81
O 0.64 1.29 0.56

## Properties
DFT total energy	-9988.58936	Ha
M	1256.5	g/mol
energy above the lowest of the compared OMol25 structures with the same formula, charge and spin	0.0	kcal/mol
highest occupied orbital energy	-6.75	eV

[5]
Density functional theory data (ωB97M-V/def2-TZVPD) for a 2-piece molecular cluster, C5H12S overall in a non-equilibrium geometry.

Atoms and positions in Å:
C -0.85 0.05 3.54
C -0.96 0.63 2.11
S 0.03 2.08 1.84
H 0.13 -0.55 3.65
H -1.79 -0.60 3.66
H -1.05 0.65 4.41
H -0.82 -0.26 1.48
H -2.17 0.93 1.91
H 0.61 1.92 0.54
C 1.72 -0.31 -2.01
C 0.75 -0.47 -3.10
C -0.56 -0.95 -2.97
H 2.82 -0.52 -2.30
H 1.79 0.80 -1.57
H 1.50 -1.10 -1.19
H 1.10 -0.26 -4.09
H -1.21 -0.93 -3.84
H -1.04 -1.12 -2.06

## Properties
DFT total energy	-595.79709	Ha
M	104.2	g/mol
SMILES string	C=CC.CCS
energy above the lowest of the compared OMol25 structures with the same formula, charge and spin	53.3	kcal/mol
highest occupied orbital energy	-8.93	eV